Record 1
The following is a DFT calculation (ωB97M-V/def2-TZVPD) of a structure of composition C28H47BrNO3P3Ti.

F_max   4.9 eV/A
Energy relative to the best compared isomer or geometry (same formula, charge and spin)   0.0000 eV
Orbital gap (alpha / beta)   7.30 / 7.98 eV
Spin multiplicity   3
M   666.38 g mol⁻¹
Charge   +2
Expectation value of S²   2.009

Positions of all 84 atoms, in Å:
C  2.269  4.012  -0.445
C  1.307  3.249  -1.149
C  1.304  3.281  -2.565
C  2.230  4.110  -3.203
N  3.114  4.836  -2.520
C  3.138  4.814  -1.189
C  0.334  2.501  -0.445
C  -0.760  2.333  0.160
C  -2.112  2.347  0.575
C  -2.684  1.141  1.085
C  -4.039  1.089  1.413
C  -4.745  2.267  1.304
C  -4.235  3.482  0.827
C  -2.903  3.514  0.445
Ti  -0.722  0.173  0.574
P  1.728  -0.334  -0.057
H  0.560  2.721  -3.130
H  2.276  4.020  0.645
H  2.222  4.176  -4.292
H  3.853  5.451  -0.663
H  -2.462  4.432  0.044
H  -2.208  0.136  1.506
H  -4.884  4.356  0.774
H  -4.464  0.166  1.791
C  2.325  -2.050  0.274
C  3.523  -2.577  -0.512
H  1.463  -2.712  0.101
H  2.537  -2.100  1.353
H  3.692  -3.626  -0.233
H  3.362  -2.556  -1.596
H  4.455  -2.042  -0.289
C  2.073  -0.061  -1.848
C  3.459  0.431  -2.266
H  1.328  0.676  -2.182
H  1.834  -0.995  -2.379
H  3.472  0.561  -3.358
H  3.699  1.410  -1.832
H  4.265  -0.276  -2.027
C  2.895  0.721  0.902
C  4.377  0.351  0.922
H  2.510  0.690  1.934
H  2.756  1.751  0.541
H  4.910  1.078  1.550
H  4.556  -0.637  1.358
H  4.850  0.389  -0.066
Br  -6.556  2.153  1.935
P  -1.612  -1.495  -1.175
C  -0.561  -2.450  -2.319
C  -1.177  -3.713  -2.914
H  0.356  -2.700  -1.763
H  -0.248  -1.770  -3.126
H  -0.435  -4.225  -3.538
H  -1.495  -4.424  -2.146
H  -2.034  -3.495  -3.559
C  -2.645  -2.710  -0.276
C  -4.028  -2.989  -0.855
H  -2.733  -2.337  0.758
H  -2.072  -3.646  -0.207
H  -4.579  -3.649  -0.174
H  -4.628  -2.080  -0.980
H  -3.978  -3.504  -1.822
C  -2.698  -0.421  -2.188
C  -3.137  -0.978  -3.543
H  -2.141  0.519  -2.341
H  -3.577  -0.154  -1.582
H  -3.734  -0.220  -4.064
H  -2.287  -1.220  -4.191
H  -3.769  -1.868  -3.447
C  -0.975  1.797  4.001
O  -1.086  0.354  3.933
P  -0.186  -0.459  2.825
O  1.334  -0.332  3.463
C  1.584  -0.418  4.879
O  -0.631  -1.965  3.278
C  0.144  -3.140  2.934
H  -1.953  2.238  3.758
H  -0.237  2.223  3.294
H  -0.678  2.062  5.025
H  2.653  -0.627  4.991
H  1.345  0.535  5.369
H  1.014  -1.234  5.349
H  1.227  -2.955  2.912
H  -0.072  -3.876  3.715
H  -0.172  -3.530  1.957

Mulliken atomic charge list, values in e, 6 entries:
1. C -0.260
2. C 0.316
3. C -0.152
4. C -0.550
5. N -0.532
6. C -0.637

***

Record 2
The following is a DFT calculation (ωB97M-V/def2-TZVPD) of a structure of composition C15H30BeFO15.

F_max   5.9 eV/A
Energy relative to the best compared isomer or geometry (same formula, charge and spin)   0.3224 eV
Orbital gap   4.98 eV
Spin multiplicity   1
M   478.40 g mol⁻¹
Charge   +1

Positions of all 62 atoms, in Å:
Be  -2.805  0.440  0.481
F  -0.600  0.470  -0.340
C  5.877  2.194  -0.425
O  5.247  1.264  -1.298
C  4.077  0.819  -0.943
O  3.467  0.996  0.102
O  3.606  0.136  -1.976
C  2.280  -0.386  -1.850
H  6.585  2.902  -0.851
H  6.446  1.503  0.200
H  5.186  2.808  0.149
H  2.174  -0.934  -0.913
H  2.204  -1.141  -2.631
H  1.487  0.360  -1.899
C  1.108  1.011  2.638
O  0.425  0.564  3.831
C  -0.869  0.350  3.798
O  -1.643  0.567  2.866
O  -1.265  -0.135  4.963
C  -2.612  -0.475  5.305
H  0.898  2.075  2.537
H  0.983  0.481  1.695
H  2.181  0.984  2.824
H  -3.355  -0.353  4.519
H  -2.903  0.137  6.158
H  -2.671  -1.507  5.649
C  4.138  3.438  -3.930
O  2.803  3.406  -3.435
C  2.678  3.717  -2.135
O  3.566  4.073  -1.373
O  1.361  3.616  -1.806
C  0.995  3.721  -0.397
H  4.130  3.244  -5.003
H  4.727  2.615  -3.528
H  4.499  4.461  -3.838
H  1.341  2.789  0.052
H  -0.089  3.742  -0.477
H  1.455  4.565  0.113
C  -5.081  -3.144  -1.792
O  -4.066  -2.704  -2.698
C  -3.099  -1.909  -2.335
O  -3.010  -1.370  -1.223
O  -2.271  -1.689  -3.331
C  -1.199  -0.788  -3.165
H  -4.752  -3.321  -0.769
H  -5.498  -4.057  -2.211
H  -5.845  -2.366  -1.781
H  -1.515  0.216  -2.887
H  -0.617  -0.697  -4.080
H  -0.517  -1.208  -2.427
C  -0.241  -2.625  0.830
O  -1.348  -3.383  1.381
C  -2.506  -2.826  1.692
O  -2.679  -1.618  1.732
O  -3.353  -3.820  1.977
C  -4.639  -3.524  2.499
H  -0.570  -2.045  -0.033
H  0.400  -3.387  0.391
H  0.193  -1.970  1.582
H  -5.314  -3.377  1.655
H  -4.644  -2.561  3.012
H  -4.937  -4.344  3.147

Mulliken atomic charge list, values in e, 6 entries:
1. Be 1.211
2. F -0.481
3. C -0.728
4. O -0.371
5. C 0.830
6. O -0.539

***

Record 3
The following is a DFT calculation (ωB97M-V/def2-TZVPD) of an isolated molecule of C6H3N3OS2.

F_max   3.5 eV/A
Energy relative to the best compared isomer or geometry (same formula, charge and spin)   0.8095 eV
Orbital gap   8.46 eV
Spin multiplicity   1
SMILES   O=c1nc(-c2cnccn2)ss1
M   197.24 g mol⁻¹

Positions of all 15 atoms, in Å:
C  3.271  0.735  -0.136
C  1.268  -0.244  -0.220
C  -0.211  -0.147  -0.154
C  -0.857  1.104  0.132
C  -2.866  -0.015  0.084
C  -2.203  -1.230  -0.080
H  -0.435  2.197  0.236
H  -3.908  0.073  0.104
H  -2.672  -2.192  0.053
N  1.888  0.885  -0.177
N  -2.209  1.108  0.212
N  -0.878  -1.322  -0.176
O  4.065  1.667  -0.084
S  3.799  -0.878  0.219
S  1.947  -1.740  -0.013

Mulliken atomic charge list, values in e, 6 entries:
1. C 0.517
2. C 0.509
3. C 0.458
4. C -0.119
5. C -0.211
6. C -0.234